C33H35N5NaO4P | ωB97M-V/def2-TZVPD

Structure (ORCA input):
```
! RIJCOSX wB97M-V def2-TZVPD def2/J DEFGRID3
* xyz -2 1
Na -0.428 -1.227 -0.559
N 1.835 -0.593 -0.849
P 2.628 0.070 0.257
C 3.681 -1.014 1.321
C 3.984 -0.755 2.658
C 4.775 -1.634 3.386
C 5.271 -2.783 2.784
C 4.963 -3.054 1.458
C 4.168 -2.176 0.733
C 3.912 1.309 -0.263
C 4.772 2.005 0.586
C 5.705 2.897 0.074
C 5.803 3.090 -1.300
C 4.970 2.379 -2.154
C 4.034 1.494 -1.635
C 1.647 0.965 1.541
C 0.664 0.210 2.185
C -0.279 0.805 3.009
C -0.227 2.176 3.234
C 0.751 2.938 2.613
C 1.672 2.340 1.757
H 3.578 0.130 3.136
H 4.993 -1.429 4.429
H 5.881 -3.477 3.351
H 5.325 -3.963 0.993
H 3.877 -2.383 -0.291
H 4.708 1.852 1.658
H 6.361 3.441 0.744
H 6.532 3.783 -1.704
H 5.052 2.516 -3.227
H 3.373 0.910 -2.269
H 0.618 -0.863 2.018
H -1.074 0.209 3.439
H -0.969 2.644 3.874
H 0.786 4.011 2.763
H 2.396 2.963 1.246
N -2.309 2.396 0.172
C -1.147 2.896 -0.368
C -0.754 4.232 -0.174
C 0.428 4.659 -0.742
C 1.194 3.771 -1.486
C 0.705 2.481 -1.654
N -0.437 2.060 -1.125
H -2.537 2.747 1.089
H -2.344 1.374 0.131
H -1.363 4.894 0.430
H 0.765 5.678 -0.586
H 2.149 4.054 -1.910
H 1.262 1.719 -2.189
C 0.902 -4.294 0.565
C -0.412 -4.276 -0.263
O -1.144 -3.317 0.035
H 1.298 -5.308 0.662
H 0.753 -3.834 1.556
H 1.630 -3.690 0.007
C -4.033 -3.904 -1.214
C -4.553 -2.874 -2.207
C -4.607 -1.453 -1.621
C -5.052 -0.407 -2.678
C -6.355 -0.704 -3.412
C -5.604 -1.434 -0.477
O -6.743 -1.870 -0.566
N -5.161 -0.857 0.670
C -3.835 -0.440 0.964
O -3.661 0.019 2.091
N -2.900 -0.548 0.018
C -3.184 -1.018 -1.210
O -2.308 -1.111 -2.067
H -4.031 -4.900 -1.662
H -4.675 -3.948 -0.328
H -3.013 -3.687 -0.884
H -5.560 -3.142 -2.535
H -3.905 -2.830 -3.086
H -4.229 -0.332 -3.389
H -5.119 0.568 -2.183
H -6.264 -1.590 -4.043
H -6.612 0.136 -4.064
H -7.177 -0.870 -2.717
H -5.796 -0.836 1.454
*
```

Calculated values
Electronic energy ... -2357.0133 Ha
Molecular weight ... 619.6 g mol⁻¹
HOMO-LUMO gap ... 3.8651 eV
ΔE to the lowest compared entry with this formula, charge and spin ... 6.7 kcal per mole